Formula: C19H25N3S
Source: OMol25
Level of theory: the ωB97M-V functional and the def2-TZVPD basis

Results
- Largest force on an atom: 0.7 eV/Å
- Relative energy (zero: lowest compared OMol25 entry of this formula, charge and spin): 4.4 kcal/mol
- HOMO level: -0.293 hartree
- Lowest unoccupied orbital energy: 0.614 eV

ORCA input file:
```
! wB97M-V def2-TZVPD RIJCOSX def2/J DEFGRID3
* xyz 0 1
C -0.965 5.421 -1.200
C -0.300 4.153 -0.760
C -0.533 2.956 -1.415
C 0.086 1.776 -1.009
C 1.001 1.786 0.048
C 1.217 2.991 0.704
C 0.578 4.153 0.318
H 0.772 5.074 0.847
H 1.918 3.017 1.527
C 1.736 0.549 0.452
H 2.048 -0.021 -0.421
H 1.099 -0.099 1.052
H 2.617 0.802 1.037
N -0.183 0.614 -1.764
C -0.399 -0.688 -1.427
N -0.953 -1.035 -0.235
C -1.227 -2.445 -0.001
H -2.249 -2.552 0.364
H -1.155 -2.963 -0.961
C -0.278 -3.120 1.002
C 1.156 -3.157 0.557
C 1.538 -3.789 -0.622
C 2.874 -3.775 -0.986
N 3.824 -3.206 -0.263
C 3.468 -2.631 0.872
C 2.160 -2.580 1.325
H 1.930 -2.103 2.267
H 4.273 -2.187 1.444
H 3.202 -4.242 -1.905
H 0.811 -4.275 -1.252
H -0.633 -4.148 1.124
H -0.341 -2.627 1.973
C -1.799 -0.072 0.476
C -1.857 -0.337 1.977
H -2.365 -1.270 2.207
H -0.857 -0.360 2.404
H -2.406 0.472 2.452
H -1.353 0.916 0.342
C -3.205 -0.034 -0.133
H -3.739 -0.966 0.037
H -3.143 0.137 -1.205
H -3.776 0.775 0.314
S -0.026 -1.785 -2.623
H 0.030 0.702 -2.751
H -1.212 2.921 -2.255
H -1.437 5.918 -0.355
H -0.227 6.105 -1.617
H -1.719 5.225 -1.958
*
```